140
Properties=species:S:1:pos:R:3 method="wB97M-V/def2-TZVPD" multiplicity=7 s_squared=12.374 homo_ev="-14.53 / -14.48" lumo_ev="-9.39 / -10.40" charge=+3 total_energy_ev=-228536.6474
Fe -0.282 -2.734 -0.558
C 6.564 -5.914 0.892
O 5.404 -5.092 1.146
C 4.238 -5.855 1.425
C 2.984 -4.935 1.685
N 3.408 -3.600 2.473
H 2.944 -3.581 3.370
H 4.395 -3.574 2.687
C 2.969 -2.288 1.754
C 3.915 -2.005 0.626
O 5.197 -1.807 1.148
C 6.178 -1.901 0.208
H 6.718 -6.805 1.500
H 7.467 -5.304 0.938
H 6.523 -6.269 -0.137
H 4.391 -6.483 2.302
H 4.136 -6.561 0.601
H 2.116 -5.377 2.173
H 2.582 -4.648 0.713
H 2.905 -1.492 2.497
H 1.981 -2.392 1.306
H 3.568 -1.170 0.017
H 3.974 -2.736 -0.180
H 5.959 -1.268 -0.652
H 6.446 -2.930 -0.034
H 6.980 -1.436 0.782
C 2.400 0.333 -7.521
O 1.895 -0.149 -6.276
C 2.059 0.753 -5.149
C 1.186 0.167 -3.985
N -0.220 -0.151 -4.441
H -0.269 -0.461 -5.401
H -0.687 -0.923 -3.988
C -1.246 1.060 -4.450
C -2.371 0.741 -5.363
O -1.856 0.102 -6.535
C -2.883 0.064 -7.537
H 2.012 1.351 -7.554
H 1.861 -0.028 -8.396
H 3.484 0.225 -7.519
H 1.892 1.810 -5.356
H 3.105 0.724 -4.841
H 1.174 0.826 -3.117
H 1.546 -0.760 -3.539
H -0.655 1.894 -4.827
H -1.353 1.278 -3.387
H -2.892 1.664 -5.616
H -3.113 0.185 -4.790
H -3.664 -0.605 -7.178
H -2.509 -0.436 -8.430
H -3.399 0.988 -7.798
C -8.806 -2.118 1.352
O -7.512 -2.198 0.859
C -6.617 -3.136 1.560
C -5.362 -3.259 0.616
N -4.660 -1.992 0.047
H -3.981 -2.182 -0.677
H -5.413 -1.444 -0.343
C -3.981 -1.163 1.077
C -4.952 -0.132 1.591
O -5.598 0.405 0.377
C -6.517 1.482 0.635
H -9.382 -3.024 1.163
H -9.263 -1.291 0.808
H -8.874 -1.896 2.417
H -7.033 -4.047 1.993
H -6.411 -2.771 2.567
H -5.749 -3.720 -0.293
H -4.600 -3.909 1.045
H -3.172 -0.767 0.464
H -3.608 -1.716 1.940
H -4.322 0.513 2.204
H -5.671 -0.629 2.242
H -5.967 2.380 0.917
H -7.365 1.299 1.295
H -7.085 1.640 -0.281
C -0.383 7.198 4.835
O 0.686 6.539 5.631
C 0.243 5.443 6.455
C 1.409 4.466 6.770
N 2.080 4.070 5.436
H 2.686 4.848 5.218
H 2.668 3.272 5.628
C 1.107 3.678 4.296
C 1.970 2.964 3.231
O 3.001 3.748 2.745
C 3.901 3.212 1.830
H 0.110 8.035 4.340
H -1.196 7.624 5.423
H -0.895 6.569 4.108
H -0.700 4.984 6.159
H 0.049 5.725 7.490
H 1.024 3.635 7.360
H 2.224 4.878 7.367
H 0.700 4.642 3.990
H 0.267 3.061 4.615
H 1.360 2.731 2.358
H 2.347 2.077 3.740
H 4.656 2.486 2.132
H 4.434 4.053 1.387
H 3.371 2.888 0.935
Sn -0.210 -1.500 5.204
S -1.210 -3.854 1.794
O -1.756 -3.072 0.708
O -1.364 -3.160 3.004
O -1.820 -5.214 1.817
O 0.116 -3.818 1.093
S -2.102 -2.260 -2.494
O -1.706 -3.473 -1.814
O -1.755 -2.254 -3.877
O -3.443 -1.812 -2.121
O -1.111 -1.496 -1.820
S 1.670 -3.388 -2.233
O 0.610 -4.083 -1.627
O 1.450 -3.291 -3.636
O 1.317 -2.225 -1.415
O 2.947 -3.989 -1.885
C -0.649 1.522 0.534
F -0.377 1.537 -0.801
F -0.389 2.672 1.021
F -1.973 1.241 0.771
S 0.399 0.161 1.258
O 0.197 0.040 2.666
O -0.016 -1.099 0.572
O 1.773 0.527 0.909
C -3.819 5.650 -0.026
Cl -2.673 4.324 0.113
Cl -4.305 5.950 -1.688
Cl -5.189 5.143 0.881
Cl -3.097 7.149 0.678
N 2.855 1.555 -1.446
C 2.427 2.782 -1.878
C 3.412 3.305 -2.744
C 4.441 2.420 -2.887
C 4.025 1.319 -2.103
H 2.378 0.954 -0.790
H 1.425 3.143 -1.696
H 3.312 4.166 -3.389
H 5.313 2.394 -3.525
H 4.523 0.389 -1.872

***

113
Properties=species:S:1:pos:R:3 method="wB97M-V/def2-TZVPD" smiles="[H]/N=C(/C)C[PH2](CCF)CCCCCCCCCCCCOC.CCOP(=O)(OCC)OCC.CCOP(=O)(OCC)OCC" homo_ev=-8.18 lumo_ev=0.58 charge=0 total_energy_ev=-82733.1073
C 3.316 3.150 0.585
O 3.324 2.614 -0.725
C 2.195 2.974 -1.500
C 2.286 4.400 -2.064
C 1.560 5.496 -1.263
C 0.123 5.144 -0.819
C -0.922 6.190 -1.250
C -1.079 7.368 -0.256
C -2.535 7.544 0.206
C -2.865 6.770 1.507
C -3.693 5.486 1.238
C -5.140 5.604 1.698
C -6.033 4.397 1.389
C -5.898 3.849 -0.062
P -5.283 2.123 -0.142
C -6.899 1.422 0.664
C -6.897 -0.081 0.474
F -7.385 -0.404 -0.789
C -3.548 2.491 -0.924
C -3.528 2.765 -2.399
C -4.079 4.072 -2.920
N -3.049 1.953 -3.264
H 2.333 3.548 0.858
H 4.038 3.967 0.661
H 3.576 2.360 1.290
H 1.302 2.826 -0.882
H 2.107 2.278 -2.335
H 3.353 4.638 -2.058
H 1.985 4.410 -3.113
H 2.188 5.805 -0.426
H 1.486 6.372 -1.915
H 0.095 5.106 0.273
H -0.181 4.178 -1.222
H -1.877 5.659 -1.288
H -0.706 6.541 -2.260
H -0.771 8.288 -0.757
H -0.424 7.217 0.604
H -3.198 7.214 -0.599
H -2.758 8.604 0.347
H -3.371 7.420 2.221
H -1.913 6.437 1.923
H -3.206 4.647 1.745
H -3.625 5.297 0.167
H -5.109 5.725 2.785
H -5.580 6.525 1.305
H -7.069 4.724 1.499
H -5.906 3.604 2.127
H -6.888 3.837 -0.520
H -5.301 4.541 -0.649
H -5.539 1.256 -1.243
H -4.596 1.631 1.004
H -6.929 1.657 1.731
H -7.790 1.823 0.173
H -5.860 -0.450 0.502
H -7.444 -0.611 1.255
H -3.044 3.286 -0.364
H -2.969 1.577 -0.748
H -3.862 4.880 -2.216
H -5.168 4.014 -2.995
H -3.635 4.306 -3.883
H -2.696 1.111 -2.809
O -1.191 -3.138 2.333
P -1.205 -3.001 0.875
O -1.499 -1.526 0.358
C -0.668 -0.450 0.819
C 0.735 -0.501 0.246
O -2.486 -3.724 0.248
C -3.462 -4.355 1.081
C -4.558 -3.386 1.474
O -0.109 -3.540 -0.125
C 0.991 -4.359 0.336
C 0.531 -5.615 1.044
H -0.642 -0.453 1.912
H -1.168 0.467 0.506
H 1.311 -1.321 0.678
H 1.264 0.428 0.465
H 0.708 -0.647 -0.834
H -2.991 -4.794 1.961
H -3.876 -5.174 0.492
H -4.138 -2.443 1.827
H -5.185 -3.807 2.261
H -5.188 -3.161 0.612
H 1.635 -3.763 0.986
H 1.564 -4.617 -0.553
H 0.000 -5.375 1.966
H 1.391 -6.234 1.302
H -0.145 -6.189 0.408
O 8.002 -5.630 0.129
P 6.829 -6.498 0.015
O 5.438 -5.758 0.226
C 5.111 -4.615 -0.576
C 4.825 -4.980 -2.021
O 6.735 -7.501 1.256
C 7.693 -7.457 2.317
C 7.255 -6.519 3.424
O 6.542 -7.525 -1.151
C 7.526 -7.786 -2.178
C 8.846 -8.266 -1.612
H 5.913 -3.876 -0.517
H 4.222 -4.175 -0.125
H 5.738 -5.266 -2.545
H 4.394 -4.128 -2.547
H 4.134 -5.822 -2.076
H 8.675 -7.178 1.934
H 7.768 -8.477 2.695
H 6.928 -5.563 3.014
H 8.076 -6.341 4.120
H 6.418 -6.943 3.980
H 7.667 -6.885 -2.780
H 7.085 -8.544 -2.821
H 9.320 -7.492 -1.009
H 9.528 -8.526 -2.423
H 8.696 -9.142 -0.979